ORCA calculation (ωB97M-V with the def2-TZVPD basis set) on a structure of composition C35H48IrN9.

Output
LUMO level = -0.3 eV
Orbital gap = 5.857 eV
Energy relative to the best compared isomer or geometry (same formula, charge and spin) = 6.1 kcal per mole
Total charge = 0
HOMO level = -0.228 Ha
Multiplicity = 1

The geometry in XYZ format:
```
93
Properties=species:S:1:pos:R:3:mulliken_charge:R:1
Ir -0.75297 0.99344 -0.18862 2.0539
N -0.25360 5.11108 0.14327 -0.0591
C 1.08204 4.88967 0.39748 -1.1219
C 1.25539 3.53947 0.39013 -0.2957
N 0.05067 2.93266 0.13340 0.3685
C -0.84003 3.90553 -0.00981 0.1958
C -2.21121 3.52376 -0.26637 0.1756
N -2.44555 2.22907 -0.32698 0.4038
C -3.77994 2.05331 -0.58207 -0.5254
C -4.36277 3.28104 -0.66567 -0.8091
N -3.35790 4.20913 -0.46540 -0.0620
H -0.69505 6.00901 0.06249 0.1521
H 1.77560 5.69651 0.54740 0.4422
H 2.15772 2.97095 0.53796 0.2335
H -4.19058 1.06253 -0.70136 0.3714
H -5.37722 3.58156 -0.85307 0.4228
H -3.47514 5.20614 -0.47424 0.1552
N -1.37684 1.23509 2.21540 -0.4198
C -1.22495 1.06937 3.34117 0.0048
C -1.06891 0.80100 4.74183 0.4825
C -1.71765 -0.30524 5.28898 -0.3344
C -1.56166 -0.58526 6.63560 -0.6786
C -0.76625 0.23101 7.42850 -0.3411
C -0.12105 1.33069 6.87827 -0.7032
C -0.26746 1.62040 5.53300 -0.3352
H -2.32556 -0.93563 4.65375 0.4754
H -2.05815 -1.44398 7.06657 0.4031
H -0.64504 0.00696 8.47999 0.3967
H 0.50264 1.95991 7.49860 0.3864
H 0.24049 2.46548 5.08855 0.4599
C -1.91441 -1.85707 1.50023 -1.5578
C -2.43352 -1.59250 0.12375 0.6315
C -3.45321 -2.25182 -0.53255 -0.9914
C -3.54725 -1.67830 -1.82359 -1.4255
C -2.57714 -0.69881 -1.89742 0.8823
C -2.28459 0.20130 -3.05294 -1.1178
N -1.89196 -0.64296 -0.70593 0.9261
H -2.21588 -2.85705 1.81868 0.4805
H -2.30617 -1.14723 2.23167 0.1766
H -0.82339 -1.80064 1.51774 -0.1531
H -4.02631 -3.07587 -0.13401 0.4833
H -4.21284 -1.96443 -2.62465 0.5309
H -2.82579 -0.14950 -3.93335 0.5143
H -1.22210 0.21814 -3.28972 -0.0789
H -2.58657 1.23816 -2.86758 0.0879
C 1.21813 -5.05911 -2.34442 -2.0674
C 0.16680 -3.95766 -2.44085 1.8623
C -1.22761 -4.53261 -2.17827 -1.5616
C 0.19956 -3.32452 -3.82877 -1.5192
N 0.52986 -2.87051 -1.51444 0.2175
N 0.47984 -3.17323 -0.13498 -0.3261
H 1.05084 -5.81476 -3.11426 0.4540
H 1.17662 -5.56024 -1.37513 0.4054
H 2.21679 -4.63886 -2.47633 0.3954
H -1.45805 -5.31948 -2.90033 0.5281
H -1.98580 -3.75063 -2.25012 0.1959
H -1.29837 -4.97948 -1.18348 0.3634
H -0.05331 -4.05752 -4.59707 0.4717
H 1.18964 -2.91658 -4.03608 0.2769
H -0.52656 -2.50854 -3.88678 0.2355
H -0.10213 -2.08235 -1.63732 -0.4641
H 1.29630 -3.69896 0.14460 0.2237
H -0.34998 -3.70102 0.12731 0.1412
C 3.06625 -1.62122 1.67371 -1.8848
C 2.21786 -0.35267 1.55746 2.7011
C 2.15611 0.38062 2.89600 -1.6180
C 2.75040 0.53214 0.44866 0.2029
C 3.99868 1.12559 0.58833 -0.2757
C 4.55558 1.89446 -0.41887 -1.5891
C 3.86551 2.01583 -1.61630 -0.8922
C 2.62547 1.42690 -1.82263 1.1708
C 2.00413 1.55536 -3.20147 0.2890
C 0.79059 2.48819 -3.25179 -1.3596
C 1.72392 0.18377 -3.81954 -1.1215
C 2.01776 0.71719 -0.74989 -0.8183
N 0.75368 0.16994 -0.85235 0.3092
H 2.61382 -2.32477 2.37669 0.4337
H 4.07527 -1.38811 2.02572 0.3800
H 3.14801 -2.10865 0.70255 0.3706
H 1.20867 -0.66201 1.28411 -1.5055
H 3.15271 0.66196 3.24567 0.2886
H 1.71086 -0.25796 3.66277 0.4494
H 1.56032 1.29324 2.81467 0.1977
H 4.54978 0.97677 1.51059 0.3582
H 5.52622 2.35599 -0.29170 0.3645
H 4.30897 2.57544 -2.43338 0.3736
H 2.77347 2.03021 -3.82014 0.6464
H -0.04705 2.08778 -2.68399 0.0137
H 0.46711 2.62469 -4.28712 0.4854
H 1.04676 3.47084 -2.84395 0.2247
H 1.08852 -0.41998 -3.17383 -0.1672
H 2.65788 -0.36420 -3.95781 0.4193
H 1.24222 0.29258 -4.79459 0.4338
```

=====

ORCA calculation (ωB97M-V with the def2-TZVPD basis set) on a structure of composition C35H48N2O2PPdS2Sb2.

Output
LUMO level (spin up / spin down) = -1.6 / -1.8 eV
Orbital gap (spin up / spin down) = 5.200 / 4.762 eV
Energy relative to the best compared isomer or geometry (same formula, charge and spin) = 115.2 kcal per mole
Total charge = 0
HOMO level (spin up / spin down) = -0.250 / -0.241 Ha
Multiplicity = 2

The geometry in XYZ format:
```
93
Properties=species:S:1:pos:R:3:mulliken_charge:R:1
Pd -0.11800 -0.48769 0.29556 -0.0628
C -2.67461 1.13560 -5.24624 -1.3726
C -1.97703 0.20445 -4.27368 -0.1551
O -1.71572 0.91379 -3.06570 -0.3738
P -1.67694 0.11544 -1.67115 0.9777
S -1.33920 1.57304 -0.34542 -0.6246
S -0.67241 -1.59984 -1.88949 -0.4618
O -3.19274 -0.43449 -1.47457 -0.1945
C -4.28681 0.44043 -1.22670 -0.2300
C -5.34520 0.24911 -2.29753 -1.1395
H -2.91337 0.58833 -6.15395 0.3909
H -2.03161 1.97772 -5.48775 0.3300
H -3.59413 1.52300 -4.81151 0.2740
H -1.02490 -0.14543 -4.68237 0.3478
H -2.59911 -0.67100 -4.05512 0.3224
H -3.92312 1.47228 -1.18788 0.3989
H -4.68299 0.17893 -0.23790 0.3235
H -5.00973 0.65595 -3.24878 0.0989
H -6.26189 0.74937 -1.99875 0.4235
H -5.53783 -0.81428 -2.42603 0.2932
C -0.41559 -0.83202 3.65830 -1.3738
C -0.11858 -2.32120 3.62848 1.1155
C 1.24553 -2.70975 3.10342 -1.6701
Sb 1.62278 -2.17865 0.82993 0.2833
C 3.65881 -2.63264 1.43279 -0.2785
C 4.51991 -1.60855 1.78305 0.5428
C 5.75187 -1.88272 2.34720 -0.6579
C 6.14683 -3.19645 2.52465 -0.6605
C 5.30657 -4.22725 2.14015 -0.5615
C 4.06040 -3.94203 1.60987 -0.5084
C 2.60735 -0.87293 -0.89139 0.3997
C 2.04278 0.27260 -1.44371 0.6636
C 2.57310 0.82938 -2.59813 -0.7413
C 3.68149 0.26418 -3.19909 -0.7434
C 4.26298 -0.86081 -2.64004 -0.7207
C 3.71398 -1.44401 -1.50805 -0.5710
Sb 0.99553 0.53843 2.29820 0.3812
C 2.68063 0.51114 3.66012 1.2355
C 2.59129 -0.11751 4.89067 -0.6834
C 3.63606 -0.07065 5.79584 -0.8485
C 4.79236 0.62313 5.48936 -0.5591
C 4.87740 1.28847 4.28048 -0.8129
C 3.82825 1.23711 3.38116 -0.2283
C 2.05165 2.30486 0.95971 0.5240
C 1.36717 3.50669 1.02524 -0.6551
C 1.90831 4.64382 0.44254 -0.6819
C 3.11192 4.56595 -0.23804 -0.7444
C 3.77081 3.35380 -0.34573 -0.7368
C 3.25164 2.22170 0.26646 0.1009
H -0.35505 -0.40422 4.66062 0.5964
H -1.40521 -0.60391 3.24321 0.5220
H -0.87132 -2.82633 3.01862 -0.8130
H -0.18399 -2.70814 4.65430 0.5776
H 1.36488 -3.79369 3.11095 0.6560
H 2.07611 -2.25428 3.64559 0.6280
H 4.22236 -0.57943 1.62389 0.2315
H 6.39352 -1.06915 2.65775 0.4832
H 7.11704 -3.41484 2.94664 0.3698
H 5.61866 -5.25427 2.27007 0.4219
H 3.39928 -4.74392 1.32032 0.4069
H 1.21205 0.82284 -0.96794 -0.0303
H 2.11122 1.71424 -3.01469 0.5805
H 4.09303 0.69712 -4.10165 0.4156
H 5.14545 -1.29557 -3.09121 0.4168
H 4.15872 -2.34471 -1.09576 0.4899
H 1.69559 -0.64599 5.16990 0.2008
H 3.54155 -0.56854 6.75068 0.4257
H 5.60729 0.66961 6.19485 0.4017
H 5.75963 1.86280 4.03620 0.4510
H 3.91584 1.78598 2.45812 0.3231
H 0.40849 3.55704 1.53383 0.3810
H 1.38765 5.58936 0.52833 0.4049
H 3.53820 5.45411 -0.68385 0.3997
H 4.69750 3.27864 -0.90111 0.4350
H 3.79320 1.28608 0.18326 0.3511
C -3.17486 -5.26901 2.06942 -1.8222
C -3.45801 -3.79303 1.79101 1.5918
C -3.99265 -3.13149 3.07008 -1.6375
C -4.46845 -3.67515 0.63634 -1.7131
N -2.15646 -3.18098 1.48797 -0.6532
N -2.18947 -1.84939 0.99198 0.4156
H -4.06272 -5.76606 2.44699 0.4250
H -2.39136 -5.36300 2.81477 0.3925
H -2.85317 -5.77519 1.16399 0.4183
H -4.85516 -3.67793 3.44381 0.4818
H -4.30076 -2.10196 2.89435 0.3536
H -3.21788 -3.14204 3.83447 0.2967
H -5.36414 -4.25365 0.84894 0.5139
H -4.02976 -4.05767 -0.28537 0.3793
H -4.77748 -2.64362 0.46595 0.2485
H -1.64384 -3.73682 0.80391 0.2426
H -2.63591 -1.24352 1.68872 0.0661
H -2.72178 -1.79099 0.11360 -0.1011
```

=====

ORCA calculation (ωB97M-V with the def2-TZVPD basis set) on a structure of composition C35H49AsIN8O2Zr.

Output
LUMO level = -8.7 eV
Orbital gap = 6.875 eV
Energy relative to the best compared isomer or geometry (same formula, charge and spin) = 28.3 kcal per mole
Total charge = +3
HOMO level = -0.573 Ha
Multiplicity = 1

The geometry in XYZ format:
```
97
Properties=species:S:1:pos:R:3:mulliken_charge:R:1
Zr -0.39260 0.70483 -0.24490 -0.5098
C -3.13523 -2.46388 -1.96393 -0.8398
C -2.91166 -2.69506 -0.50023 0.7098
N -3.39608 -3.78999 0.05932 -0.5909
C -3.23995 -3.99924 1.36836 -0.9545
C -2.56230 -3.14133 2.21531 0.5294
C -2.40088 -3.47220 3.68005 -0.8780
O -2.73655 -2.36166 4.50139 -0.5413
C -2.01027 -1.98006 1.63707 0.3525
C -1.23023 -1.06571 2.43841 -2.1437
N -0.47125 -0.08778 2.03181 1.3621
C 0.31136 0.47341 3.10798 -0.7954
C 0.93739 -0.34879 4.03960 0.3111
C 1.64714 0.20123 5.09745 -1.2532
C 1.75748 1.57542 5.23335 -0.8354
C 1.18201 2.41319 4.28631 -0.6110
C 0.48026 1.84562 3.24177 0.9306
I -0.28200 3.03920 1.71737 0.3587
C -2.21158 -1.76781 0.27988 0.0875
O -1.75117 -0.63603 -0.28620 -0.2988
H -3.58935 -3.34981 -2.39909 0.4820
H -2.19482 -2.24540 -2.47640 0.0017
H -3.80624 -1.61626 -2.12373 0.2520
H -3.67762 -4.91255 1.75489 0.4161
H -1.36065 -3.73750 3.89034 0.2662
H -2.99924 -4.35121 3.91809 0.5488
H -3.57730 -2.51679 4.94262 0.3156
H -1.27636 -1.24788 3.50785 1.4411
H 0.88479 -1.42532 3.93221 0.6340
H 2.11963 -0.45428 5.81607 0.4883
H 2.30412 2.00316 6.06249 0.4524
H 1.28664 3.48653 4.37026 0.4761
C -4.01611 1.62764 0.53757 -0.9275
N -3.48739 2.92723 0.17400 0.2291
C -4.07956 4.17032 0.68536 -0.6187
C -3.37400 5.24466 -0.15236 -0.5241
N -2.24695 4.49718 -0.72866 0.2809
C -1.15855 5.15774 -1.42677 -0.9153
C -2.42215 3.18507 -0.57249 -1.2599
N -1.60901 2.22304 -1.11380 1.7039
C -1.56046 2.29006 -2.59801 -1.4157
C -1.47894 0.88938 -3.14437 -0.7423
N -0.30219 0.20806 -2.57270 0.5908
C 0.47150 -0.45306 -3.40458 -0.4286
N 1.61090 -1.15275 -2.90843 0.4605
C 1.20607 -2.56984 -2.70965 -0.9907
C 2.56688 -1.08084 -4.03265 -0.3872
C 1.67447 -1.13708 -5.26604 -0.9926
N 0.41166 -0.59223 -4.74068 -0.0184
C -0.71320 -0.56317 -5.68116 -1.1736
H -3.77728 1.38733 1.57685 0.3293
H -3.60263 0.87186 -0.12382 0.0956
H -5.09914 1.63961 0.42527 0.4513
H -3.87785 4.26681 1.75427 0.3462
H -5.15685 4.15719 0.53497 0.3696
H -3.00565 6.07387 0.44807 0.3876
H -4.00636 5.64247 -0.94729 0.3528
H -0.88926 6.06174 -0.88283 0.3604
H -1.44169 5.43189 -2.44381 0.3371
H -0.29127 4.50141 -1.45581 0.2659
H -0.70034 2.86687 -2.94884 0.3236
H -2.46279 2.77034 -2.98208 0.6393
H -1.41065 0.97942 -4.22077 0.7526
H -2.38465 0.32982 -2.89744 -0.2280
H 2.03621 -3.11210 -2.26153 0.3722
H 0.93757 -3.06076 -3.64937 0.4343
H 0.34479 -2.63516 -2.04546 0.1783
H 3.28630 -1.89324 -3.97727 0.4579
H 3.10399 -0.13278 -3.98601 0.3076
H 1.51620 -2.14571 -5.65240 0.5028
H 2.04040 -0.51247 -6.07927 0.3984
H -0.51493 -1.32036 -6.43782 0.3865
H -0.80483 0.39724 -6.18795 0.3437
H -1.64611 -0.82530 -5.19192 0.4493
C 2.24889 1.62526 -1.13582 -0.6604
As 2.35907 0.63157 0.58490 0.5619
C 1.67755 -1.17490 0.10539 -0.4909
C 4.29178 0.22700 0.60425 -1.1176
C 4.55055 -0.84951 1.61575 0.3062
C 4.49979 -0.55539 2.97728 -0.0573
C 4.73486 -1.54884 3.91420 -0.6986
C 5.01491 -2.84558 3.50065 -0.5670
C 5.06756 -3.14412 2.14706 -0.7880
C 4.83534 -2.14883 1.20742 -0.3085
H 2.56841 1.06032 -2.00603 -0.1208
H 2.92590 2.46507 -0.96286 0.6718
H 1.28458 2.11394 -1.35769 0.1508
H 2.47136 -1.70388 -0.41369 0.4997
H 0.82033 -1.25690 -0.58150 0.0801
H 1.44253 -1.68587 1.03725 0.5023
H 4.78919 1.16582 0.84638 0.6099
H 4.55738 -0.07314 -0.40918 0.5395
H 4.30398 0.46140 3.30290 0.4030
H 4.72826 -1.30937 4.96967 0.5144
H 5.21505 -3.61591 4.23302 0.4446
H 5.31159 -4.14644 1.82193 0.4349
H 4.91748 -2.37917 0.15063 0.4408
```

=====

ORCA calculation (ωB97M-V with the def2-TZVPD basis set) on a structure of composition C35H49N10SSiTa.

Output
LUMO level = -13.6 eV
Orbital gap = 4.514 eV
Energy relative to the best compared isomer or geometry (same formula, charge and spin) = 28.1 kcal per mole
Total charge = +4
HOMO level = -0.664 Ha
Multiplicity = 1

The geometry in XYZ format:
```
97
Properties=species:S:1:pos:R:3:mulliken_charge:R:1
Ta 0.28752 -0.03878 0.65725 0.9263
C -2.99903 0.86220 3.62903 -1.2102
N -1.79527 0.05952 3.41196 0.4895
C -2.05987 -1.37687 3.25841 -1.1833
C -0.54968 0.52510 3.60242 -0.5680
N 0.45130 0.00687 2.76422 1.4568
C 1.69888 -0.34684 3.31973 0.4435
C 1.93737 -0.62490 4.66793 -0.7963
C 3.23157 -0.82034 5.10903 -0.8601
C 4.29353 -0.72215 4.21376 -0.8242
C 4.05749 -0.55826 2.85872 -0.6743
C 2.75192 -0.44243 2.39329 0.3957
N 2.36746 -0.33827 1.03399 0.6243
C 3.24210 -0.74733 0.02497 0.2663
N 3.89861 -1.89339 0.11477 0.1229
C 3.45758 -2.99286 0.97131 -0.8718
C 5.19519 -2.12396 -0.53124 -1.2563
N 3.33218 0.04624 -1.04680 0.1753
C 3.03574 1.47838 -0.97149 -0.9584
C 3.67211 -0.40778 -2.39590 -1.0318
N -0.28277 1.49143 4.46074 0.2475
C -1.08370 1.72607 5.66628 -1.1739
C 0.91178 2.33257 4.39320 -0.9566
H -3.69659 0.63774 2.82103 0.3627
H -2.76400 1.92327 3.60338 0.4003
H -3.50240 0.62191 4.56591 0.4135
H -2.62825 -1.72588 4.12302 0.4069
H -1.13292 -1.94355 3.21716 0.3439
H -2.66362 -1.56740 2.37219 0.4118
H 1.11340 -0.70116 5.36680 0.5659
H 3.42567 -1.02963 6.15183 0.4899
H 5.31039 -0.79658 4.57412 0.4845
H 4.89664 -0.51270 2.17710 0.5619
H 2.41352 -2.87837 1.25503 0.2130
H 4.06337 -3.06126 1.87576 0.3763
H 3.57311 -3.92450 0.41770 0.4584
H 5.64762 -1.18617 -0.84224 0.4217
H 5.11764 -2.79660 -1.38540 0.4300
H 5.85397 -2.59953 0.19581 0.4216
H 2.99766 1.81598 0.06138 0.2995
H 2.09528 1.71088 -1.48558 0.1167
H 3.82665 2.03283 -1.47784 0.4906
H 4.58738 0.06569 -2.75110 0.3804
H 2.86530 -0.11224 -3.06954 0.3112
H 3.77891 -1.48468 -2.44317 0.3631
H -1.80441 0.93420 5.83558 0.4258
H -1.59667 2.68659 5.62272 0.4147
H -0.40989 1.74974 6.52404 0.4166
H 1.37032 2.28708 3.40850 0.2463
H 1.64897 2.01795 5.13246 0.3390
H 0.62220 3.35868 4.61770 0.4414
C -1.29348 -5.32924 -3.35846 -1.0745
Si -2.35520 -4.15814 -2.34273 0.2283
C -2.65365 -4.66764 -0.55662 -1.0828
C -3.99376 -3.89358 -3.24166 -1.0726
C -1.44635 -2.43047 -2.44922 0.3385
C -1.38733 -1.81364 -3.70915 -0.3199
C -0.76994 -0.58132 -3.89963 -1.2771
C -0.21222 0.05110 -2.80995 -0.4122
N -0.24234 -0.50616 -1.58915 -0.1667
C -0.84068 -1.71306 -1.43213 0.5859
S -0.70400 -2.23411 0.25364 -0.3193
H -1.84690 -6.25712 -3.50987 0.3798
H -0.35839 -5.58236 -2.85732 0.3415
H -1.06308 -4.92270 -4.34349 0.4017
H -3.24593 -5.58451 -0.56455 0.4046
H -3.21752 -3.92833 0.01518 0.3233
H -1.73170 -4.89380 -0.01837 0.3395
H -4.61528 -4.77586 -3.08637 0.4040
H -3.84219 -3.78601 -4.31532 0.3516
H -4.54261 -3.02913 -2.86842 0.3600
H -1.83294 -2.31075 -4.56289 0.4347
H -0.73208 -0.12570 -4.87938 0.5916
H 0.26374 1.01938 -2.89254 0.5152
C -1.07514 4.42603 0.74518 -1.3749
C -0.48288 3.19684 0.92844 -0.0921
N -0.89806 2.09676 0.26624 -0.0145
C -1.90530 2.21313 -0.61177 -0.1485
C -2.53993 3.41732 -0.87533 0.2207
C -2.12271 4.54244 -0.16118 -0.2984
C -3.66222 3.51766 -1.83152 -1.2788
C -3.57870 3.53510 -3.16346 -0.7409
C -2.34092 3.47901 -3.96008 1.0669
C -2.39720 3.62643 -5.34708 -0.7765
C -1.19161 3.56766 -6.03716 -0.2874
N -0.04288 3.41059 -5.39726 -0.5400
C -0.06755 3.31882 -4.08289 -0.4016
N -1.16543 3.31195 -3.34103 -0.1826
H -0.72473 5.28566 1.29934 0.5122
H 0.34495 3.07774 1.61747 0.4153
H -2.22608 1.31430 -1.12353 0.7732
H -2.60943 5.49560 -0.32337 0.6121
H -4.63564 3.65351 -1.37128 0.5286
H -4.48630 3.65494 -3.74135 0.4277
H -3.33565 3.79283 -5.85658 0.4483
H -1.14035 3.65111 -7.11638 0.4592
H 0.88632 3.25124 -3.56688 0.6065
```

=====

The highest energy relative to the best compared isomer or geometry (same formula, charge and spin) belongs to which entry? C35H48N2O2PPdS2Sb2